The following is a quantum chemistry calculation of a structure of composition C23H35AuN3O8SSi at a distorted geometry, from the OMol25 dataset.

Computed properties:
- <S²> = 2.016
- LUMO level (alpha / beta) (eV) = -3.88 / -6.29
- HOMO energy (alpha / beta) (eV) = -9.7607 / -12.2638

```
! RIJCOSX wB97M-V def2-TZVPD def2/J DEFGRID3
* xyz 1 3
Au 0.1648 -0.2575 0.1400
O -2.7601 -2.2061 2.0813
C -1.7036 -1.5088 1.7123
O -1.4806 -1.3571 0.4281
C -0.8313 -0.9373 2.6514
C -0.8809 -0.8652 4.0624
C 0.0789 -0.1517 4.7282
C 1.1076 0.5348 4.0262
C 1.1397 0.4275 2.6667
N 0.2215 -0.3139 2.0264
C 2.0888 1.0730 1.6934
O 2.9909 1.7998 2.0085
O 1.8135 0.7932 0.4078
H -3.2443 -2.5200 1.3039
H -1.6914 -1.3622 4.5765
H 0.0549 -0.0901 5.8070
H 1.8443 1.1399 4.5334
S -1.6216 2.3101 -0.4861
C -0.1225 3.1203 -0.5894
N 0.7097 2.7992 -1.6115
C 1.9195 3.3690 -1.7126
C 2.2851 4.3455 -0.8292
C 1.3686 4.6515 0.1801
N 0.1955 4.0488 0.2930
H 0.4752 1.9474 -2.1482
H 2.5606 3.0198 -2.5092
H 3.2525 4.8183 -0.8735
H 1.5908 5.3961 0.9350
C -2.3778 0.7483 -5.7522
C -2.1681 1.4315 -4.3991
C -0.9960 2.4113 -4.4837
C -3.4392 2.1681 -3.9902
O -1.9177 0.4467 -3.3957
Si -0.7030 -0.5737 -3.0595
O 0.1399 0.0065 -1.7890
O 0.3072 -0.5845 -4.3329
C 1.3500 -1.4585 -4.7792
C 0.8564 -2.1636 -6.0414
C 1.7390 -2.4810 -3.7167
C 2.5497 -0.5737 -5.1204
O -1.2564 -2.0451 -2.6844
C -2.4708 -2.7868 -2.7488
C -3.6517 -1.9492 -2.2585
C -2.2749 -4.0057 -1.8497
C -2.7175 -3.2372 -4.1888
H -2.6402 1.4955 -6.5009
H -3.1893 0.0228 -5.6841
H -1.4660 0.2352 -6.0577
H -1.1298 3.0899 -5.3247
H -0.0656 1.8579 -4.6180
H -0.9434 3.0006 -3.5627
H -3.6276 2.9904 -4.6799
H -3.3307 2.5632 -2.9788
H -4.2958 1.4937 -4.0029
H -0.0287 -2.7598 -5.8159
H 1.6376 -2.8187 -6.4272
H 0.5972 -1.4312 -6.8062
H 0.8967 -3.1372 -3.5000
H 2.0208 -1.9751 -2.7902
H 2.5770 -3.0818 -4.0671
H 2.2505 0.1881 -5.8407
H 3.3510 -1.1738 -5.5503
H 2.9176 -0.0824 -4.2175
H -3.4316 -1.5475 -1.2672
H -4.5540 -2.5586 -2.2170
H -3.8192 -1.1092 -2.9309
H -2.0529 -3.6799 -0.8321
H -1.4309 -4.5985 -2.2030
H -3.1701 -4.6276 -1.8497
H -2.7465 -2.3685 -4.8492
H -3.6687 -3.7649 -4.2558
H -1.9219 -3.9056 -4.5200
*
```

---

The following is a quantum chemistry calculation of a cluster of 19 separate species, H37O19 in total at a distorted geometry, from the OMol25 dataset.

Computed properties:
- relative energy (zero: lowest compared OMol25 entry of this formula, charge and spin) (kcal/mol) = 63.0
- LUMO level (eV) = 2.24
- HOMO energy (eV) = -7.5211

```
! RIJCOSX wB97M-V def2-TZVPD def2/J DEFGRID3
* xyz -1 1
O -1.7670 0.8933 0.7069
H -0.5376 -2.0414 2.0454
H -2.2568 0.5806 1.4894
O 1.0903 0.6993 1.7117
H -2.8532 -0.7885 -1.8626
H 0.5436 1.1304 2.3872
O -1.9042 1.8083 -2.6416
H -0.4333 3.5029 1.9946
H 0.5730 4.6696 -1.9840
O -1.5484 3.7131 0.2926
H -1.7469 3.2947 1.1376
H -0.8198 3.1791 -0.0617
O -1.4388 -1.2552 -1.1317
H -2.5004 0.6345 0.1230
H -3.7283 0.3397 -2.5914
O 2.4872 -1.7617 2.6169
H 3.3288 -1.8069 2.1661
H 2.2397 -0.8420 2.6946
O 0.8292 3.7422 -1.9949
H -1.2729 -1.2478 -2.0885
H 0.1634 3.3624 -2.5821
O -0.0702 3.4348 2.8975
H 0.9415 -0.7851 -0.0749
O -0.7401 -3.3230 0.2901
H 4.2778 0.1864 0.3697
H -0.9398 -2.3932 -0.0112
O -1.9941 -4.2740 -2.0195
H -1.4025 -4.1796 -1.2514
H -2.8949 -4.2824 -1.6782
O 3.2474 3.8877 0.3561
H 3.8960 3.1672 0.2887
H 2.7999 3.5741 -0.4527
O -3.7528 -0.4384 -2.0283
H -1.2832 1.3303 -2.0729
H 0.8039 -2.0523 0.5703
O 5.0917 0.4896 -0.0167
H 0.4733 0.1925 -1.7555
H 0.8000 3.7987 2.6660
O 1.5133 -1.5404 0.1515
H -2.4173 2.4257 -2.1294
H -1.6552 -3.6461 0.3500
O 2.7318 1.5172 -1.1366
H 2.5176 0.5965 -0.9828
H 1.8184 1.8878 -1.1344
O 0.3061 0.6003 -0.8885
H -0.6369 -0.5226 -1.0321
H 4.7866 1.1172 -0.6857
O 1.6711 -4.1698 -0.7454
H 1.9418 -3.2316 -0.7147
H 0.8787 -4.1334 -0.1939
O -1.0931 -1.9570 2.8364
H -0.5409 -2.4058 3.4831
H 0.5092 0.8137 0.9288
O -3.5172 -2.8881 1.0959
H -2.7632 -2.5562 1.6234
H -3.7526 -2.0469 0.6699
*
```

---

The following is a quantum chemistry calculation of an isolated molecule of C20H28N4O4, from the OMol25 dataset.

Computed properties:
- relative energy (zero: lowest compared OMol25 entry of this formula, charge and spin) (kcal/mol) = 4.8
- structure (SMILES) = CCCCn1c(N)c(N(Cc2ccccc2OC)C(=O)C(C)C)c(=O)[nH]c1=O
- LUMO level (eV) = 0.31
- HOMO energy (eV) = -8.5048

```
! RIJCOSX wB97M-V def2-TZVPD def2/J DEFGRID3
* xyz 0 1
C 5.3297 0.3978 1.1405
C 4.5456 -0.6593 0.3715
C 4.1441 -0.2122 -1.0351
C 3.1660 0.9661 -1.0410
N 1.9365 0.6679 -0.3247
C 1.0114 -0.2173 -0.8126
N 1.2393 -0.7817 -2.0327
C -0.0801 -0.5966 -0.0666
N -1.0999 -1.3500 -0.7045
C -2.0298 -0.5188 -1.4809
C -2.5548 0.6026 -0.6295
C -3.6457 0.3949 0.1967
C -4.0992 1.3905 1.0432
C -3.4482 2.6084 1.0679
C -2.3541 2.8387 0.2504
C -1.8982 1.8410 -0.6001
O -0.8140 1.9821 -1.4362
C -0.1629 3.2289 -1.4799
C -1.3460 -2.6841 -0.6127
O -2.2359 -3.1888 -1.2755
C -0.5352 -3.5608 0.3324
C -1.2497 -3.5415 1.6885
C 0.9541 -3.2643 0.4884
C -0.3061 -0.0450 1.2413
O -1.2034 -0.3049 2.0149
N 0.6688 0.8918 1.6072
C 1.7448 1.3151 0.8882
O 2.4831 2.1933 1.2781
H 5.6900 -0.0166 2.0787
H 4.7076 1.2578 1.3722
H 6.1889 0.7314 0.5623
H 5.1565 -1.5598 0.2763
H 3.6506 -0.9319 0.9354
H 3.6997 -1.0614 -1.5573
H 5.0359 0.0948 -1.5849
H 3.6099 1.8211 -0.5280
H 2.9370 1.2703 -2.0674
H 1.7558 -0.2600 -2.7198
H 0.4707 -1.3299 -2.3876
H -1.5167 -0.1075 -2.3569
H -2.8372 -1.1789 -1.8041
H -4.1314 -0.5687 0.1794
H -4.9465 1.2119 1.6862
H -3.7832 3.3924 1.7306
H -1.8572 3.7950 0.2967
H 0.3106 3.4738 -0.5236
H -0.8490 4.0322 -1.7641
H 0.6078 3.1338 -2.2445
H -0.6380 -4.5681 -0.0890
H -2.2733 -3.8900 1.5749
H -1.2744 -2.5342 2.0965
H -0.7347 -4.1955 2.3888
H 1.4382 -4.1309 0.9357
H 1.1241 -2.4154 1.1445
H 1.4259 -3.0725 -0.4729
H 0.5277 1.3478 2.5019
*
```

---

The following is a quantum chemistry calculation of a cluster of 2 separate species, CH3NS2 in total at a distorted geometry, from the OMol25 dataset.

Computed properties:
- relative energy (zero: lowest compared OMol25 entry of this formula, charge and spin) (kcal/mol) = 130.2
- LUMO level (alpha / beta) (eV) = -1.56 / -1.55
- HOMO energy (alpha / beta) (eV) = -8.5244 / -8.3640

```
! RIJCOSX wB97M-V def2-TZVPD def2/J DEFGRID3
* xyz 0 1
C 0.6896 0.3871 0.6192
N -0.6159 -0.7668 -1.1987
S 0.8716 0.8308 3.2411
S 0.3112 -1.1356 0.1768
H 0.4513 1.1911 -0.1252
H -1.5093 -0.4104 -0.8831
H -0.1986 -0.0961 -1.8301
*
```

---

Calculated E (hartree), listed in the same order as above: -2486.893783; -1451.802150; -1298.975297; -890.820808